--- a ---
Entry from OMol25: a cluster of 2 separate species, C5H13NO in total (ωB97M-V/def2-TZVPD).

Calculated values
* molar mass: 103.2 u
* SMILES: CC(N)=O.CCC
* highest occupied orbital energy: -0.36371 Eh
* LUMO: 0.0299 Eh
* gap between HOMO and LUMO: 10.7 eV

The geometry in ORCA input format:
```
! wB97M-V def2-TZVPD RIJCOSX def2/J DEFGRID3
* xyz 0 1
O 1.38 1.56 1.17
N 2.34 -0.38 0.61
C 0.55 -0.43 2.30
C 1.43 0.35 1.35
C -0.69 0.14 -2.23
C -2.64 -1.13 -1.28
C -1.93 0.29 -1.49
H -1.98 0.74 -0.47
H -0.80 -0.49 -3.10
H 2.42 -1.36 0.59
H 3.08 0.13 0.12
H -2.05 -1.75 -1.91
H -3.77 -1.22 -1.57
H -0.22 0.33 2.77
H 1.05 -1.00 2.93
H -2.70 -1.49 -0.23
H -0.31 0.99 -2.71
H 0.21 -0.06 -1.73
H -0.10 -0.98 1.75
H -2.61 1.02 -2.00
*
```

Quick look at the Mulliken charges, all values in e:
1. O -0.62
2. N -0.39
3. C -1.17
4. C 0.72
5. C -1.38
6. C -0.93
7. C -0.10
8. H 0.27
9. H 0.39
10. H 0.17
11. H 0.23
12. H 0.29
13. H 0.26
14. H 0.26
15. H 0.47
16. H 0.24
17. H 0.43
18. H 0.27
19. H 0.34
20. H 0.26

--- b ---
Entry from OMol25: a cluster of 2 separate species, C5H13NO in total (ωB97M-V/def2-TZVPD).

Calculated values
* molar mass: 103.2 u
* SMILES: CCC/C=C/N.O
* highest occupied orbital energy: -0.28642 Eh
* LUMO: 0.0313 Eh
* gap between HOMO and LUMO: 8.6 eV

The geometry in ORCA input format:
```
! wB97M-V def2-TZVPD RIJCOSX def2/J DEFGRID3
* xyz 0 1
O 2.10 0.61 2.57
N 2.60 0.43 -0.70
C 0.32 -0.28 -1.10
C -1.86 0.21 -0.11
C -1.10 0.10 -1.42
C 1.32 0.62 -1.11
C -1.83 -1.01 0.83
H -2.92 0.24 -0.31
H 0.49 -1.34 -0.90
H -2.63 -0.98 1.52
H -0.97 -1.16 1.33
H 1.83 0.21 3.39
H 2.73 -0.30 -0.06
H 1.77 0.24 1.75
H -1.64 1.04 0.58
H 3.28 1.26 -0.75
H -2.17 -1.87 0.39
H -0.94 1.05 -1.98
H -1.37 -0.62 -2.29
H 0.99 1.56 -1.62
*
```

Quick look at the Mulliken charges, all values in e:
1. O -0.66
2. N -0.51
3. C -0.32
4. C -0.29
5. C -0.67
6. C -0.15
7. C -1.56
8. H 0.30
9. H 0.37
10. H 0.45
11. H 0.40
12. H 0.31
13. H 0.23
14. H 0.34
15. H 0.25
16. H 0.23
17. H 0.44
18. H 0.37
19. H 0.25
20. H 0.21

--- c ---
Entry from OMol25: the molecule C5H13NO (ωB97M-V/def2-TZVPD).

Calculated values
* molar mass: 103.2 u
* SMILES: CC(C)(C)CNO
* highest occupied orbital energy: -0.32183 Eh
* LUMO: 0.0279 Eh
* gap between HOMO and LUMO: 9.5 eV

The geometry in ORCA input format:
```
! wB97M-V def2-TZVPD RIJCOSX def2/J DEFGRID3
* xyz 0 1
O -0.33 2.82 0.79
N 0.15 1.59 1.41
C -0.65 0.47 1.04
C -0.02 -0.41 -0.14
C 1.31 -1.03 0.30
C -1.02 -1.53 -0.42
C 0.19 0.42 -1.41
H 0.48 -0.23 -2.23
H -0.26 2.75 -0.18
H 1.70 -1.68 -0.49
H -1.97 -1.12 -0.76
H -0.75 -0.17 1.92
H 1.15 1.44 1.42
H 1.19 -1.62 1.20
H 0.98 1.16 -1.28
H -1.64 0.80 0.73
H 2.07 -0.26 0.49
H -1.20 -2.12 0.48
H -0.64 -2.20 -1.19
H -0.74 0.92 -1.70
*
```

Quick look at the Mulliken charges, all values in e:
1. O -0.41
2. N -0.24
3. C -1.14
4. C 2.11
5. C -1.72
6. C -1.82
7. C -1.93
8. H 0.44
9. H 0.32
10. H 0.42
11. H 0.42
12. H 0.37
13. H 0.27
14. H 0.37
15. H 0.38
16. H 0.51
17. H 0.42
18. H 0.41
19. H 0.41
20. H 0.42

--- d ---
Entry from OMol25: a cluster of 2 separate species, C5H13NO in total (ωB97M-V/def2-TZVPD).

Calculated values
* molar mass: 103.2 u
* SMILES: CC(N)=O.CCC
* highest occupied orbital energy: -0.36576 Eh
* LUMO: 0.0284 Eh
* gap between HOMO and LUMO: 10.7 eV

The geometry in ORCA input format:
```
! wB97M-V def2-TZVPD RIJCOSX def2/J DEFGRID3
* xyz 0 1
O 0.96 -1.83 0.10
N 1.22 -1.00 -2.00
C -0.86 -2.12 -1.40
C -0.16 1.65 1.75
C 0.37 2.79 0.83
C -1.69 1.53 1.69
C 0.49 -1.59 -0.98
H 0.79 -0.80 -2.89
H -1.52 -1.84 -0.57
H -1.17 -1.69 -2.36
H -1.01 -3.19 -1.44
H -1.98 0.49 1.54
H 0.39 1.74 2.68
H 0.30 0.72 1.39
H 1.98 -0.42 -1.71
H 0.99 2.47 0.00
H -0.48 3.23 0.26
H 0.72 3.56 1.48
H -2.31 1.89 2.52
H -2.10 2.04 0.82
*
```

Quick look at the Mulliken charges, all values in e:
1. O -0.58
2. N -0.42
3. C -0.82
4. C 0.02
5. C -0.99
6. C -1.11
7. C 0.64
8. H 0.20
9. H 0.17
10. H 0.32
11. H 0.26
12. H 0.25
13. H 0.37
14. H 0.00
15. H 0.24
16. H 0.28
17. H 0.28
18. H 0.28
19. H 0.31
20. H 0.31

Which one sits at the bottom of the stability order? b does.

--- a ---
Entry from OMol25: a cluster of 2 separate species, C5H13NO in total (ωB97M-V/def2-TZVPD).

Calculated values
* molar mass: 103.2 u
* SMILES: C=C(C)CCN.O
* highest occupied orbital energy: -0.32385 Eh
* LUMO: 0.0281 Eh
* gap between HOMO and LUMO: 9.6 eV

The geometry in ORCA input format:
```
! wB97M-V def2-TZVPD RIJCOSX def2/J DEFGRID3
* xyz 0 1
O -1.78 2.34 0.93
N -1.69 -1.66 0.41
C -0.38 -1.96 -0.15
C 0.68 -0.98 0.36
C 0.98 0.21 -0.52
C 0.68 0.21 -1.83
C 1.45 1.45 0.18
H -0.43 -2.08 -1.24
H -2.42 -1.79 -0.28
H -1.72 -0.77 0.89
H 1.68 -1.42 0.53
H -0.93 2.48 1.37
H 0.75 1.12 -2.42
H 2.41 1.75 -0.26
H 0.78 2.30 0.06
H 0.34 -0.80 1.38
H -2.41 2.13 1.61
H 1.63 1.19 1.22
H -0.10 -3.00 0.14
H 0.49 -0.70 -2.37
*
```

Quick look at the Mulliken charges, all values in e:
1. O -0.62
2. N -0.58
3. C -0.19
4. C -1.01
5. C 1.05
6. C -1.12
7. C -1.44
8. H 0.23
9. H 0.22
10. H 0.19
11. H 0.35
12. H 0.32
13. H 0.30
14. H 0.37
15. H 0.26
16. H 0.47
17. H 0.30
18. H 0.40
19. H 0.23
20. H 0.29

--- b ---
Entry from OMol25: a cluster of 2 separate species, C5H13NO in total (ωB97M-V/def2-TZVPD).

Calculated values
* molar mass: 103.2 u
* SMILES: CC(C)=C(C)N.O
* highest occupied orbital energy: -0.28674 Eh
* LUMO: 0.0188 Eh
* gap between HOMO and LUMO: 8.3 eV

The geometry in ORCA input format:
```
! wB97M-V def2-TZVPD RIJCOSX def2/J DEFGRID3
* xyz 0 1
O 0.15 -1.25 4.40
N -0.75 -1.08 0.24
C 0.10 -0.31 -0.64
C -0.25 0.93 -1.12
C 1.43 -1.07 -1.06
C -1.51 1.55 -0.66
C 0.63 1.61 -2.31
H 1.46 -1.49 -2.01
H -1.77 2.15 -1.55
H -2.27 0.84 -0.54
H 1.24 2.48 -1.92
H 1.53 -1.89 -0.33
H 2.09 -0.19 -1.12
H 1.21 0.87 -2.88
H -1.44 2.32 0.21
H -0.21 -1.73 0.70
H 0.31 -2.08 3.80
H 0.71 -1.37 5.17
H -1.01 -0.78 1.24
H -0.20 2.17 -2.87
*
```

Quick look at the Mulliken charges, all values in e:
1. O -0.64
2. N -0.63
3. C 0.53
4. C 0.52
5. C -1.31
6. C -1.22
7. C -1.32
8. H 0.30
9. H 0.35
10. H 0.43
11. H 0.24
12. H 0.35
13. H 0.33
14. H 0.35
15. H 0.19
16. H 0.25
17. H 0.33
18. H 0.32
19. H 0.26
20. H 0.37

--- c ---
Entry from OMol25: a cluster of 2 separate species, C5H13NO in total (ωB97M-V/def2-TZVPD).

Calculated values
* molar mass: 103.2 u
* highest occupied orbital energy: -0.36059 Eh
* LUMO: -0.0711 Eh
* gap between HOMO and LUMO: 7.9 eV

The geometry in ORCA input format:
```
! wB97M-V def2-TZVPD RIJCOSX def2/J DEFGRID3
* xyz 0 1
O 2.17 0.69 0.36
N -0.50 -0.29 -0.59
C -0.59 0.87 1.61
C -1.12 1.99 -0.66
C 0.17 -2.64 -0.94
C -0.30 0.96 0.11
C 0.09 -1.45 0.05
H -0.69 2.99 -0.73
H 0.05 -0.17 -1.44
H 1.14 -3.11 -0.84
H -1.33 1.60 -1.65
H -1.32 0.12 1.93
H 0.86 1.17 0.00
H -2.05 2.07 -0.09
H -0.65 -3.34 -0.79
H 0.09 -2.29 -1.97
H 1.09 -1.23 0.45
H -0.97 1.87 1.85
H 0.30 0.64 2.19
H -0.49 -1.80 0.91
*
```

Quick look at the Mulliken charges, all values in e:
1. O -0.56
2. N -0.52
3. C -1.46
4. C -1.35
5. C -1.05
6. C 1.03
7. C -0.29
8. H 0.33
9. H 0.32
10. H 0.32
11. H 0.39
12. H 0.34
13. H 0.13
14. H 0.35
15. H 0.28
16. H 0.31
17. H 0.33
18. H 0.49
19. H 0.32
20. H 0.27

--- d ---
Entry from OMol25: a cluster of 2 separate species, C5H13NO in total (ωB97M-V/def2-TZVPD).

Calculated values
* molar mass: 103.2 u
* SMILES: C/C=N\O.CCC
* highest occupied orbital energy: -0.33073 Eh
* LUMO: 0.0344 Eh
* gap between HOMO and LUMO: 9.9 eV

The geometry in ORCA input format:
```
! wB97M-V def2-TZVPD RIJCOSX def2/J DEFGRID3
* xyz 0 1
O -0.85 1.96 -0.90
N -1.05 1.46 0.42
C -2.16 -0.44 -0.75
C -1.49 0.21 0.42
C 1.54 -1.21 -0.70
C 1.56 0.64 1.04
C 1.18 -0.74 0.69
H 1.70 0.80 2.10
H 1.42 -1.47 1.46
H -3.19 -0.07 -0.85
H -1.91 -0.04 1.39
H 2.63 -1.31 -0.81
H 2.39 1.05 0.46
H 1.19 -0.49 -1.44
H 0.57 1.28 0.79
H -1.63 -0.23 -1.68
H -0.66 2.89 -0.75
H 1.08 -2.17 -0.93
H -0.11 -0.62 0.63
H -2.19 -1.52 -0.61
*
```

Quick look at the Mulliken charges, all values in e:
1. O -0.38
2. N -0.46
3. C -1.11
4. C 0.19
5. C -1.31
6. C -1.00
7. C 0.23
8. H 0.30
9. H 0.43
10. H 0.34
11. H 0.38
12. H 0.39
13. H 0.34
14. H 0.29
15. H 0.36
16. H 0.29
17. H 0.34
18. H 0.33
19. H -0.29
20. H 0.35

Which one sits at the bottom of the stability order? c does.

--- a ---
Entry from OMol25: the molecule C4H6N2S (ωB97M-V/def2-TZVPD).

Calculated values
* molar mass: 114.2 u
* highest occupied orbital energy (spin up / spin down): -0.23292 / -0.23886 Eh
* LUMO (spin up / spin down): 0.0070 / 0.0250 Eh
* gap between HOMO and LUMO (spin up / spin down): 6.5 / 7.2 eV

The geometry in ORCA input format:
```
! wB97M-V def2-TZVPD RIJCOSX def2/J DEFGRID3
* xyz 0 1
S 1.22 0.10 -1.14
N -2.33 0.64 1.26
N 1.60 -1.74 0.76
C -1.88 1.07 0.21
C -0.06 1.28 -1.42
C 1.26 -0.41 0.45
C -1.17 1.65 -0.69
H 0.20 1.77 -2.41
H 1.88 -2.19 -0.17
H 2.01 -1.91 1.63
H -1.70 2.63 -1.15
H 0.62 0.15 1.17
H -2.94 -0.20 1.25
*
```

Quick look at the Mulliken charges, all values in e:
1. S -0.18
2. N -0.53
3. N -0.42
4. C 0.61
5. C -0.25
6. C -0.16
7. C -0.56
8. H 0.24
9. H 0.21
10. H 0.22
11. H 0.18
12. H 0.37
13. H 0.28

--- b ---
Entry from OMol25: the molecule C4H6N2S (ωB97M-V/def2-TZVPD).

Calculated values
* molar mass: 114.2 u
* SMILES: S/N=C1/C=CCN1
* highest occupied orbital energy: -0.28703 Eh
* LUMO: 0.0325 Eh
* gap between HOMO and LUMO: 8.7 eV

The geometry in ORCA input format:
```
! wB97M-V def2-TZVPD RIJCOSX def2/J DEFGRID3
* xyz 0 1
S -2.51 -0.11 1.79
N -0.39 0.80 -0.20
N -0.99 -0.85 1.50
C -0.31 -0.40 0.48
C 0.90 -1.07 -0.06
C 1.45 -0.32 -0.98
C 0.69 1.00 -1.11
H 2.31 -0.60 -1.60
H 1.28 -2.00 0.38
H -2.87 -0.88 2.80
H 0.36 1.19 -2.13
H -1.21 1.41 -0.11
H 1.29 1.82 -0.77
*
```

Quick look at the Mulliken charges, all values in e:
1. S -0.22
2. N -0.18
3. N -0.55
4. C 0.56
5. C -0.43
6. C -0.37
7. C -0.46
8. H 0.37
9. H 0.39
10. H 0.14
11. H 0.28
12. H 0.19
13. H 0.27

Which one sits at the bottom of the stability order? a does.

--- a ---
Entry from OMol25: the molecule C4H6N2S (ωB97M-V/def2-TZVPD).

Calculated values
* molar mass: 114.2 u
* SMILES: SCc1ncc[nH]1
* highest occupied orbital energy: -0.32157 Eh
* LUMO: 0.0262 Eh
* gap between HOMO and LUMO: 9.5 eV

The geometry in ORCA input format:
```
! wB97M-V def2-TZVPD RIJCOSX def2/J DEFGRID3
* xyz 0 1
S -0.81 -2.50 0.55
N 0.08 1.13 0.93
N 0.23 0.59 -1.18
C -0.32 0.32 -0.08
C 0.90 2.09 0.34
C -1.57 -0.87 0.20
C 1.01 1.73 -0.98
H 1.54 2.22 -1.84
H 0.07 0.92 1.98
H 1.24 2.88 1.05
H -2.21 -1.13 -0.75
H -0.97 -3.31 -0.62
H -2.16 -0.52 1.04
*
```

Quick look at the Mulliken charges, all values in e:
1. S -0.24
2. N -0.12
3. N -0.55
4. C 0.43
5. C -0.19
6. C -0.57
7. C -0.41
8. H 0.33
9. H 0.29
10. H 0.34
11. H 0.27
12. H 0.14
13. H 0.29

--- b ---
Entry from OMol25: the molecule C4H6N2S (ωB97M-V/def2-TZVPD).

Calculated values
* molar mass: 114.2 u
* SMILES: Cc1ccnn1S
* highest occupied orbital energy: -0.32340 Eh
* LUMO: 0.0089 Eh
* gap between HOMO and LUMO: 9.0 eV

The geometry in ORCA input format:
```
! wB97M-V def2-TZVPD RIJCOSX def2/J DEFGRID3
* xyz 0 1
S 1.74 -0.83 -1.71
N 0.49 1.30 -1.12
N 0.62 0.08 -0.63
C -1.12 0.76 0.33
C -0.56 1.70 -0.46
C -0.10 -1.55 0.98
C -0.20 -0.28 0.34
H -2.00 0.80 1.07
H 0.92 -1.60 1.51
H -0.31 -2.35 0.28
H -0.87 -1.42 1.85
H 2.27 0.69 -1.77
H -0.87 2.69 -0.65
*
```

Quick look at the Mulliken charges, all values in e:
1. S -0.20
2. N -0.82
3. N 0.50
4. C -0.43
5. C -0.50
6. C -1.09
7. C 0.69
8. H 0.25
9. H 0.28
10. H 0.31
11. H 0.25
12. H 0.29
13. H 0.47

Which one sits at the bottom of the stability order? b does.

--- a ---
Entry from OMol25: the molecule C4H6N2S (ωB97M-V/def2-TZVPD).

Calculated values
* molar mass: 114.2 u
* SMILES: Cc1c[nH]nc1S
* highest occupied orbital energy: -0.30972 Eh
* LUMO: 0.0313 Eh
* gap between HOMO and LUMO: 9.3 eV

The geometry in ORCA input format:
```
! wB97M-V def2-TZVPD RIJCOSX def2/J DEFGRID3
* xyz 0 1
S -2.50 -0.92 0.00
N -0.09 -2.07 0.00
N 1.21 -1.72 0.00
C 0.16 0.20 0.00
C -0.73 -0.92 -0.01
C 1.40 -0.38 0.00
C -0.20 1.66 -0.01
H -2.63 0.40 0.01
H 1.89 -2.45 0.00
H -0.80 1.94 0.87
H -0.79 1.95 -0.87
H 0.72 2.27 -0.01
H 2.37 0.05 0.02
*
```

Quick look at the Mulliken charges, all values in e:
1. S -0.23
2. N -0.81
3. N 0.24
4. C 0.89
5. C 0.38
6. C -0.86
7. C -1.39
8. H 0.11
9. H 0.19
10. H 0.35
11. H 0.35
12. H 0.32
13. H 0.46

--- b ---
Entry from OMol25: the molecule C4H6N2S (ωB97M-V/def2-TZVPD).

Calculated values
* molar mass: 114.2 u
* SMILES: Nc1ccc(S)[nH]1
* highest occupied orbital energy: -0.30628 Eh
* LUMO: 0.0308 Eh
* gap between HOMO and LUMO: 9.2 eV

The geometry in ORCA input format:
```
! wB97M-V def2-TZVPD RIJCOSX def2/J DEFGRID3
* xyz 0 1
S 2.34 -0.37 -0.11
N -0.21 -0.75 0.03
N -2.76 -0.89 -0.01
C -1.46 -0.17 0.01
C 0.72 0.29 0.10
C -1.24 1.16 -0.05
C 0.09 1.49 0.01
H -3.17 -0.89 -0.91
H -2.16 1.86 0.06
H 0.38 2.51 -0.09
H -3.33 -0.54 0.82
H 0.03 -1.82 0.12
H 2.89 -0.39 1.20
*
```

Quick look at the Mulliken charges, all values in e:
1. S -0.33
2. N -0.06
3. N -0.52
4. C 0.13
5. C -0.36
6. C -0.30
7. C -0.25
8. H 0.25
9. H 0.24
10. H 0.48
11. H 0.27
12. H 0.31
13. H 0.14

Which one sits at the bottom of the stability order? b does.

--- a ---
Entry from OMol25: the molecule C4H6N2S (ωB97M-V/def2-TZVPD).

Calculated values
* molar mass: 114.2 u
* SMILES: Cn1cnc(S)c1
* highest occupied orbital energy: -0.30259 Eh
* LUMO: 0.0282 Eh
* gap between HOMO and LUMO: 9.0 eV

The geometry in ORCA input format:
```
! wB97M-V def2-TZVPD RIJCOSX def2/J DEFGRID3
* xyz 0 1
S 3.29 -0.29 -0.13
N 1.14 1.37 -0.05
N -0.61 0.02 -0.10
C 0.51 -0.78 -0.02
C -0.14 1.28 -0.11
C -1.96 -0.56 -0.06
C 1.59 0.08 -0.07
H -2.71 0.23 0.14
H -2.08 -1.25 0.71
H -2.25 -1.04 -1.00
H 0.40 -1.83 0.09
H 3.65 0.66 0.73
H -0.83 2.12 -0.13
*
```

Quick look at the Mulliken charges, all values in e:
1. S -0.31
2. N -0.57
3. N 0.13
4. C -0.34
5. C 0.05
6. C -0.85
7. C 0.02
8. H 0.31
9. H 0.35
10. H 0.29
11. H 0.43
12. H 0.14
13. H 0.35

--- b ---
Entry from OMol25: the molecule C4H6N2S (ωB97M-V/def2-TZVPD).

Calculated values
* molar mass: 114.2 u
* SMILES: N#C/C=C(/N)CS
* highest occupied orbital energy: -0.33100 Eh
* LUMO: 0.0224 Eh
* gap between HOMO and LUMO: 9.6 eV

The geometry in ORCA input format:
```
! wB97M-V def2-TZVPD RIJCOSX def2/J DEFGRID3
* xyz 0 1
S -2.16 -1.24 -0.18
N -0.84 1.53 0.14
N 2.97 -1.50 0.04
C 1.30 0.48 -0.29
C 0.04 0.49 0.12
C -0.58 -0.83 0.57
C 2.20 -0.65 -0.15
H -1.66 -1.16 -1.45
H -0.78 -0.71 1.61
H -0.57 2.42 -0.28
H -1.84 1.39 0.09
H 0.13 -1.61 0.45
H 1.80 1.39 -0.66
*
```

Quick look at the Mulliken charges, all values in e:
1. S -0.22
2. N -0.45
3. N -0.45
4. C -0.55
5. C 0.83
6. C -0.82
7. C 0.05
8. H 0.15
9. H 0.36
10. H 0.22
11. H 0.22
12. H 0.38
13. H 0.28

--- c ---
Entry from OMol25: the molecule C4H6N2S (ωB97M-V/def2-TZVPD).

Calculated values
* molar mass: 114.2 u
* SMILES: C1CC12CN=NS2
* highest occupied orbital energy: -0.33016 Eh
* LUMO: 0.0326 Eh
* gap between HOMO and LUMO: 9.9 eV

The geometry in ORCA input format:
```
! wB97M-V def2-TZVPD RIJCOSX def2/J DEFGRID3
* xyz 0 1
S -1.75 -1.22 0.00
N -2.62 0.21 0.01
N -2.06 1.29 0.00
C 1.09 -0.79 0.82
C 1.09 -0.73 -0.66
C -0.67 1.40 -0.11
C -0.11 -0.35 0.07
H 1.46 0.02 1.52
H -0.49 1.76 -1.19
H 1.09 -1.68 -1.24
H 1.70 -0.06 -1.23
H 0.05 1.89 0.62
H 1.22 -1.74 1.39
*
```

Quick look at the Mulliken charges, all values in e:
1. S 0.01
2. N -0.08
3. N -0.32
4. C -0.51
5. C -0.49
6. C -0.26
7. C 0.28
8. H 0.17
9. H 0.26
10. H 0.22
11. H 0.22
12. H 0.29
13. H 0.22

Which one sits at the bottom of the stability order? c does.